(a)
# C5H3P

The molecule C5H3P (wB97M-V/def2-TZVPD, the OMol25 dataset).

## Properties
Spin multiplicity: 1
Net charge: 0
SMILES: C1=c2cc[pH]c2=1

Structure (XYZ):
```
9
C5H3P (wB97M-V/def2-TZVPD)
C -0.5427 1.5144 -2.6979
C 0.2501 1.1086 -1.6006
C 0.7798 0.7822 -0.3111
C 0.3475 -0.4248 -0.0266
P -0.9080 -1.1059 -1.0605
C -0.7809 0.2678 -2.0842
H 1.5881 1.1170 0.1540
H 0.8030 -1.0602 0.7328
H -1.8545 -0.6956 -0.1881
```

natural (NBO) atomic charges, in units of e: atom 1 (C): -0.023, atom 2 (C): -0.028, atom 3 (C): -0.260, atom 4 (C): -0.402, atom 5 (P): 0.650, atom 6 (C): -0.402, atom 7 (H): 0.223, atom 8 (H): 0.221, atom 9 (H): 0.021


(b)
# C5H3P

A structure of composition C5H3P (wB97M-V/def2-TZVPD, the OMol25 dataset).

## Properties
Spin multiplicity: 1
Net charge: 0

Structure (XYZ):
```
9
C5H3P (wB97M-V/def2-TZVPD)
C -0.1486 0.8192 0.9292
C 0.4336 1.9368 -0.1551
C 0.8538 -1.3114 0.5360
C 0.6249 -0.2110 1.2211
C -0.2623 -0.5083 -0.0956
P -0.0747 0.8681 -1.5022
H 1.3347 -2.2671 0.4607
H -1.3910 -0.7090 -0.0353
H -1.3705 1.3825 -1.3587
```

Löwdin atomic charges, in units of e: atom 1 (C): -0.208, atom 2 (C): -0.215, atom 3 (C): 0.026, atom 4 (C): -0.128, atom 5 (C): -0.466, atom 6 (P): 0.821, atom 7 (H): 0.097, atom 8 (H): 0.122, atom 9 (H): -0.048


Which is most stable, and by how much? (a), by 83.5 kcal/mol.


(a)
# C4H9NOS2

The molecule C4H9NOS2 (wB97M-V/def2-TZVPD, the OMol25 dataset).

## Properties
Spin multiplicity: 1
Net charge: 0
SMILES: CN[C@H](C=O)CSS

Structure (XYZ):
```
17
C4H9NOS2 (wB97M-V/def2-TZVPD)
C -1.7335 -1.9467 -0.4762
N -0.8340 -1.7593 0.6968
C 0.2977 -0.9063 0.4104
C 1.6074 -1.4598 1.0055
O 1.6911 -2.6387 1.2461
C -0.0207 0.5275 0.9270
S 0.6712 1.8309 -0.1690
S -0.9510 2.0340 -1.4108
H -1.9266 -0.9656 -0.9137
H -1.3029 -2.6575 -1.1717
H -2.7139 -2.0592 0.0170
H -0.5918 -2.6372 1.1212
H 0.4664 -0.8707 -0.6771
H 2.4663 -0.8096 1.2001
H -1.0903 0.6261 1.0840
H 0.4865 0.6909 1.8730
H -0.4141 2.4539 -2.5653
```

natural (NBO) atomic charges, in units of e: atom 1 (C): -0.438, atom 2 (N): -0.643, atom 3 (C): -0.179, atom 4 (C): 0.434, atom 5 (O): -0.520, atom 6 (C): -0.520, atom 7 (S): 0.076, atom 8 (S): -0.167, atom 9 (H): 0.201, atom 10 (H): 0.194, atom 11 (H): 0.216, atom 12 (H): 0.386, atom 13 (H): 0.210, atom 14 (H): 0.126, atom 15 (H): 0.248, atom 16 (H): 0.228, atom 17 (H): 0.147


(b)
# C4H9NOS2

The molecule C4H9NOS2 (wB97M-V/def2-TZVPD, the OMol25 dataset).

## Properties
Spin multiplicity: 1
Net charge: 0
SMILES: O/N=C\SCCCS

Structure (XYZ):
```
17
C4H9NOS2 (wB97M-V/def2-TZVPD)
O 1.1031 3.1269 -1.2302
N -0.1898 3.1727 -1.5488
C -1.0311 2.3030 -1.0614
S -0.4684 1.1165 0.2280
C -1.0507 -0.2885 -0.6838
C -0.8629 -1.5431 0.2296
C 0.6951 -1.5619 0.6595
S 0.9373 -3.3395 1.4131
H 1.2773 2.3194 -0.6198
H -2.0634 2.2690 -1.3155
H -0.4998 -0.3645 -1.5736
H -2.0828 -0.1469 -0.9415
H -1.4694 -1.6545 1.1727
H -1.0431 -2.4493 -0.4919
H 1.3426 -1.5046 -0.1857
H 0.8565 -0.7584 1.4001
H 2.1808 -2.8234 2.1173
```

natural (NBO) atomic charges, in units of e: atom 1 (O): -0.513, atom 2 (N): -0.063, atom 3 (C): -0.157, atom 4 (S): 0.143, atom 5 (C): -0.528, atom 6 (C): -0.428, atom 7 (C): -0.461, atom 8 (S): -0.117, atom 9 (H): 0.449, atom 10 (H): 0.210, atom 11 (H): 0.216, atom 12 (H): 0.219, atom 13 (H): 0.234, atom 14 (H): 0.218, atom 15 (H): 0.207, atom 16 (H): 0.219, atom 17 (H): 0.154


Which is most stable, and by how much? (a), by 44.1 kcal/mol.


(a)
# C5H37NO14

A cluster of 14 separate species, C5H37NO14 in total (wB97M-V/def2-TZVPD, the OMol25 dataset).

## Properties
Spin multiplicity: 1
Net charge: 0

Structure (XYZ):
```
57
C5H37NO14 (wB97M-V/def2-TZVPD)
C 2.4257 -0.9230 1.4450
N 2.8318 -0.3200 0.2425
C 3.4103 1.0387 0.3902
C 4.8978 1.2395 0.8033
C 2.1033 -0.5903 -0.9933
C 0.9667 0.3229 -1.3602
O 1.9542 -2.0674 1.3514
H 2.6078 -0.3784 2.3082
H 3.2931 1.4914 -0.6714
H 2.7926 1.5571 1.1082
H 5.4684 0.3201 0.6436
H 5.1077 2.1156 0.2348
H 4.9221 1.4755 1.8672
H 1.6472 -1.6009 -0.9391
H 2.8306 -0.7187 -1.8188
H 0.0476 -0.1599 -1.5708
H 1.2655 1.0708 -2.1098
H 0.5560 1.0278 -0.6405
H -0.2227 -3.5351 2.1303
H -1.0692 -3.2991 3.3477
O -0.9617 -3.8827 2.5936
H -1.1329 -2.8462 -1.6175
H -0.8940 -1.6296 -2.4425
O -0.4337 -2.4054 -2.0762
H -2.2943 -0.9291 3.0402
H -2.6080 -1.7734 4.3132
O -1.8877 -1.4169 3.8259
H -0.1381 3.3739 1.2806
H 0.4746 3.3554 2.6907
O -0.2718 3.1453 2.2169
H -1.6329 -5.3350 0.0248
H -0.4331 -4.7176 -0.7063
O -1.2729 -5.2011 -0.8745
H -3.3652 2.8888 -1.1907
H -3.0377 2.2464 -2.5101
O -2.9746 3.1416 -2.0467
H -1.0050 4.0939 -3.4601
H -1.5716 4.0004 -1.9984
O -0.8444 4.4904 -2.6112
H -2.6068 2.6391 1.5326
H -1.9167 3.1536 0.2302
O -2.6695 2.5553 0.5508
H -3.0047 -1.1628 0.2230
H -3.1278 0.3305 0.6907
O -3.4553 -0.3171 0.0850
H 1.2451 4.1582 -2.5464
H 0.7560 3.7439 -1.2995
O 1.5387 3.5526 -1.8358
H -0.6278 -2.2177 0.7361
H -1.8876 -2.5373 1.6253
O -1.6313 -2.0395 0.8341
H 1.3162 -4.7269 0.5014
H 1.1761 -3.1717 0.0925
O 0.6767 -3.9872 0.2892
H -2.9787 0.0323 -1.6096
H -1.7773 0.7701 -1.9560
O -2.5769 0.5588 -2.3638
```

natural (NBO) atomic charges, in units of e: atom 1 (C): 0.552, atom 2 (N): -0.430, atom 3 (C): -0.220, atom 4 (C): -0.627, atom 5 (C): -0.238, atom 6 (C): -0.667, atom 7 (O): -0.674, atom 8 (H): 0.138, atom 9 (H): 0.222, atom 10 (H): 0.180, atom 11 (H): 0.224, atom 12 (H): 0.227, atom 13 (H): 0.202, atom 14 (H): 0.231, atom 15 (H): 0.214, atom 16 (H): 0.215, atom 17 (H): 0.247, atom 18 (H): 0.209, atom 19 (H): 0.485, atom 20 (H): 0.484, atom 21 (O): -0.960, atom 22 (H): 0.489, atom 23 (H): 0.471, atom 24 (O): -0.955, atom 25 (H): 0.487, atom 26 (H): 0.475, atom 27 (O): -0.955, atom 28 (H): 0.466, atom 29 (H): 0.477, atom 30 (O): -0.942, atom 31 (H): 0.466, atom 32 (H): 0.489, atom 33 (O): -0.987, atom 34 (H): 0.497, atom 35 (H): 0.517, atom 36 (O): -0.998, atom 37 (H): 0.471, atom 38 (H): 0.502, atom 39 (O): -1.021, atom 40 (H): 0.500, atom 41 (H): 0.475, atom 42 (O): -0.966, atom 43 (H): 0.510, atom 44 (H): 0.482, atom 45 (O): -0.982, atom 46 (H): 0.491, atom 47 (H): 0.460, atom 48 (O): -0.954, atom 49 (H): 0.502, atom 50 (H): 0.503, atom 51 (O): -1.010, atom 52 (H): 0.503, atom 53 (H): 0.515, atom 54 (O): -0.993, atom 55 (H): 0.512, atom 56 (H): 0.461, atom 57 (O): -0.971


(b)
# C5H37NO14

A cluster of 13 separate species, C5H37NO14 in total (wB97M-V/def2-TZVPD, the OMol25 dataset).

## Properties
Spin multiplicity: 1
Net charge: 0

Structure (XYZ):
```
57
C5H37NO14 (wB97M-V/def2-TZVPD)
C 0.7573 0.6344 3.6013
N -0.5759 -0.0009 3.5447
C -1.3818 0.5329 2.4917
O -2.7797 0.3119 2.8474
C 1.7324 0.2948 2.4707
C 1.5818 1.0985 1.1610
C 0.9056 0.2621 0.0283
O 1.4154 0.6396 -1.2478
H 0.6765 1.7234 3.5676
H 1.0561 0.2930 4.5947
H -0.5163 -1.0054 3.6025
H -1.5064 0.0698 1.5073
H -1.2433 1.6083 2.4443
H -2.9596 0.2026 3.7866
H 1.6273 -0.7729 2.2381
H 2.7530 0.3193 2.8272
H 2.5871 1.3363 0.8117
H 0.9920 2.0028 1.3116
H -0.1589 0.4720 0.0673
H 1.1325 -0.7444 0.3007
H 1.9929 -0.1159 -1.4626
H -0.4055 -2.6140 0.4188
H 0.2133 -3.4207 -0.7997
O 0.3366 -2.6914 -0.1944
H -0.6680 4.0765 -1.0856
H -0.1337 3.0038 -2.0635
O -0.0573 3.3394 -1.1581
H -2.8879 -3.5460 -0.6690
H -2.8998 -2.1869 0.0219
O -2.6236 -3.1145 0.1472
H 3.0785 3.6351 -1.1698
H 2.8564 2.1727 -1.1291
O 3.2014 2.8571 -1.7231
H -1.2596 2.7331 -3.9990
H -2.0019 3.4197 -3.1374
O -1.6953 2.4938 -3.1565
H -2.3085 -3.0597 2.1085
H -2.5716 -1.7369 2.3193
O -1.8256 -2.3232 2.5282
H 0.2803 -2.3750 -2.7385
H 0.5855 -3.0150 -4.1194
O 0.5787 -3.1802 -3.1753
H -2.2050 0.9588 -1.1946
H -3.2175 0.8876 -2.3428
O -3.0831 0.6362 -1.4255
H 1.3489 3.2037 -3.2061
H 1.9906 2.1574 -3.7672
O 1.1909 2.6628 -3.9998
H -3.8535 0.0014 0.2689
H -3.9865 -0.5259 1.7129
O -4.1186 -0.7744 0.7780
H 3.1887 -2.2383 -2.2986
H 3.7000 -1.4129 -1.0924
O 3.4251 -1.3467 -2.0299
H 2.0473 -2.1204 0.5410
H 2.7371 -3.2810 -0.0367
O 2.9556 -2.4382 0.3731
```

natural (NBO) atomic charges, in units of e: atom 1 (C): -0.219, atom 2 (N): -0.651, atom 3 (C): 0.088, atom 4 (O): -0.800, atom 5 (C): -0.429, atom 6 (C): -0.439, atom 7 (C): -0.046, atom 8 (O): -0.761, atom 9 (H): 0.185, atom 10 (H): 0.206, atom 11 (H): 0.401, atom 12 (H): 0.163, atom 13 (H): 0.170, atom 14 (H): 0.488, atom 15 (H): 0.190, atom 16 (H): 0.220, atom 17 (H): 0.204, atom 18 (H): 0.209, atom 19 (H): 0.159, atom 20 (H): 0.158, atom 21 (H): 0.503, atom 22 (H): 0.518, atom 23 (H): 0.493, atom 24 (O): -0.999, atom 25 (H): 0.460, atom 26 (H): 0.494, atom 27 (O): -0.966, atom 28 (H): 0.478, atom 29 (H): 0.511, atom 30 (O): -0.994, atom 31 (H): 0.468, atom 32 (H): 0.490, atom 33 (O): -0.963, atom 34 (H): 0.490, atom 35 (H): 0.461, atom 36 (O): -0.939, atom 37 (H): 0.496, atom 38 (H): 0.476, atom 39 (O): -0.980, atom 40 (H): 0.487, atom 41 (H): 0.481, atom 42 (O): -0.968, atom 43 (H): 0.487, atom 44 (H): 0.496, atom 45 (O): -0.974, atom 46 (H): 0.475, atom 47 (H): 0.491, atom 48 (O): -0.966, atom 49 (H): 0.499, atom 50 (H): 0.492, atom 51 (O): -0.998, atom 52 (H): 0.478, atom 53 (H): 0.504, atom 54 (O): -0.975, atom 55 (H): 0.492, atom 56 (H): 0.472, atom 57 (O): -0.964


(c)
# C5H37NO14

A cluster of 14 separate species, C5H37NO14 in total (wB97M-V/def2-TZVPD, the OMol25 dataset).

## Properties
Spin multiplicity: 1
Net charge: 0

Structure (XYZ):
```
57
C5H37NO14 (wB97M-V/def2-TZVPD)
C -1.4649 -1.1513 -1.5711
C -0.7546 0.0626 -1.1445
N 0.2307 -0.1222 -0.2476
C 0.7313 -1.3498 0.4864
C -0.1138 -1.4984 1.7208
C 0.6275 -1.1474 3.0301
O -0.9483 1.2109 -1.5481
H -2.5174 -1.1714 -1.3001
H -1.1381 -1.9989 -1.0321
H -1.5399 -1.3037 -2.6385
H 0.5231 0.6380 0.3011
H 1.7954 -1.3045 0.6195
H 0.5398 -2.3254 -0.1922
H -0.6166 -2.4304 1.8501
H -0.9002 -0.7630 1.5330
H 1.6606 -1.3837 3.1899
H 0.5526 0.0223 3.0399
H 0.3966 -1.7178 3.8845
H 1.0077 1.9657 2.1464
H 2.2106 2.3329 1.0469
O 1.5226 1.6430 1.3325
H 2.1395 -3.5118 -0.3404
H 3.3863 -3.7583 -1.1049
O 2.4643 -4.0933 -1.0038
H 1.5442 0.0782 -4.6203
H 1.3527 1.2826 -3.6677
O 1.1992 0.9239 -4.5804
H 0.7416 1.6212 -1.9906
H 2.0414 1.0690 -1.3638
O 1.7259 1.8109 -2.0088
H -2.8006 -1.7303 2.8529
H -2.3420 -1.1817 4.1154
O -2.0379 -1.8592 3.4729
H 2.0064 -2.1077 -3.2609
H 2.1393 -1.1051 -2.2264
O 2.7255 -1.6570 -2.7459
H 1.8978 3.6565 -0.4781
H 2.9520 2.9904 -1.2456
O 2.8528 3.3976 -0.3760
H -0.9744 0.7847 3.5033
H -0.4273 1.1673 4.7471
O -1.1842 1.5120 4.1368
H -4.1106 2.1332 0.9052
H -3.4312 2.3545 2.3728
O -4.0390 1.7946 1.8402
H -1.4173 2.7008 -1.1239
H -2.8872 2.9625 -1.7275
O -2.2283 3.3548 -1.1037
H -4.7668 -0.9644 1.0059
H -4.3953 -0.0210 2.0743
O -4.4192 -0.8771 1.8959
H -0.7743 -0.6629 -4.0329
H -1.0363 0.6572 -4.7419
O -1.4441 -0.1957 -4.5445
H 3.1990 -0.1669 0.6341
H 4.4813 0.0962 -0.1340
O 4.0619 -0.6634 0.3585
```

natural (NBO) atomic charges, in units of e: atom 1 (C): -0.738, atom 2 (C): 0.708, atom 3 (N): -0.652, atom 4 (C): -0.221, atom 5 (C): -0.439, atom 6 (C): -0.618, atom 7 (O): -0.709, atom 8 (H): 0.263, atom 9 (H): 0.227, atom 10 (H): 0.260, atom 11 (H): 0.433, atom 12 (H): 0.213, atom 13 (H): 0.204, atom 14 (H): 0.241, atom 15 (H): 0.210, atom 16 (H): 0.221, atom 17 (H): 0.160, atom 18 (H): 0.242, atom 19 (H): 0.503, atom 20 (H): 0.532, atom 21 (O): -1.025, atom 22 (H): 0.455, atom 23 (H): 0.481, atom 24 (O): -0.934, atom 25 (H): 0.464, atom 26 (H): 0.490, atom 27 (O): -0.975, atom 28 (H): 0.509, atom 29 (H): 0.482, atom 30 (O): -0.994, atom 31 (H): 0.499, atom 32 (H): 0.470, atom 33 (O): -0.970, atom 34 (H): 0.466, atom 35 (H): 0.451, atom 36 (O): -0.916, atom 37 (H): 0.482, atom 38 (H): 0.499, atom 39 (O): -0.962, atom 40 (H): 0.467, atom 41 (H): 0.471, atom 42 (O): -0.937, atom 43 (H): 0.501, atom 44 (H): 0.501, atom 45 (O): -0.992, atom 46 (H): 0.501, atom 47 (H): 0.466, atom 48 (O): -0.996, atom 49 (H): 0.471, atom 50 (H): 0.485, atom 51 (O): -0.956, atom 52 (H): 0.447, atom 53 (H): 0.498, atom 54 (O): -0.943, atom 55 (H): 0.464, atom 56 (H): 0.474, atom 57 (O): -0.934


Which is most stable, and by how much? (b), by 9.5 kcal/mol.